Record 1
C3H9S2 | ωB97M-V/def2-TZVPD

Each line ends with the natural charge from an NBO analysis.
Atoms and positions in Å:
C -0.261 2.247 1.430  -0.751
S -1.065 1.159 2.712  -0.056
H -0.154 1.351 0.749  0.252
H 0.850 2.549 1.772  0.223
H -0.737 3.128 0.961  0.210
C 0.832 -1.286 -1.936  -0.631
C -0.038 -1.274 -0.574  -0.520
S -0.011 -3.059 0.053  -0.727
H 1.124 -2.308 -2.124  0.234
H 0.340 -0.685 -2.894  0.169
H 1.865 -0.736 -1.598  0.173
H -1.149 -0.928 -0.820  0.149
H 0.182 -0.530 0.194  0.159
H -1.776 0.369 2.075  0.116

Orbital gap = 5.61 eV
Total charge = -1
Energy relative to the best compared isomer or geometry (same formula, charge and spin) = 2.716 eV
Spin multiplicity = 1



Record 2
C3HBr2N3O2 | ωB97M-V/def2-TZVPD

Each line ends with the natural charge from an NBO analysis.
Atoms and positions in Å:
O -0.102 -1.809 1.931  -0.384
O 0.436 -2.724 0.042  -0.348
Br -0.588 3.590 0.206  0.142
Br 0.920 -1.342 -2.569  0.136
N 0.057 1.219 -1.399  -0.478
C -0.229 1.768 -0.226  0.294
C 0.240 -0.138 -1.213  0.102
C 0.006 -0.459 0.093  0.094
N -0.306 0.747 0.709  -0.525
N 0.121 -1.748 0.725  0.514
H -0.555 0.898 1.700  0.452

SMILES = O=[N+]([O-])c1[nH]c(Br)nc1Br
Orbital gap = 8.92 eV
Total charge = 0
Energy relative to the best compared isomer or geometry (same formula, charge and spin) = 0.000 eV
Spin multiplicity = 1



Record 3
C3HBrCl3NOS | ωB97M-V/def2-TZVPD

Each line ends with the Löwdin spin population.
Atoms and positions in Å:
C 0.343 -1.279 0.033  0.086
C -1.018 -0.665 -0.024  0.544
C -0.966 0.695 -0.032  0.637
N 1.299 -0.198 0.011  0.013
O 0.644 -2.421 0.291  0.152
S 0.729 1.369 -0.277  0.011
Cl 1.243 1.717 1.909  0.061
Cl 0.534 1.030 -2.376  0.107
Cl -2.341 1.692 -0.144  0.186
Br -2.560 -1.693 0.054  0.203
H 2.093 -0.246 0.554  0.000

Orbital gap (alpha / beta) = 6.78 / 5.75 eV
Total charge = 0
Energy relative to the best compared isomer or geometry (same formula, charge and spin) = 0.000 eV
Spin multiplicity = 3



Record 4
C3HBrClF5 | ωB97M-V/def2-TZVPD

Each line ends with the natural charge from an NBO analysis.
Atoms and positions in Å:
C -1.494 0.422 -0.086  0.461
C -0.081 0.856 -0.378  0.185
C 1.421 -1.179 0.311  0.633
F -2.404 1.249 -0.662  -0.332
F -1.715 -0.803 -0.598  -0.323
F 0.218 0.987 -1.674  -0.317
F 1.801 -1.742 -0.821  -0.303
F 0.649 -2.004 1.006  -0.311
Cl 2.615 -0.358 1.209  0.039
Br 0.679 2.173 0.698  0.114
H -1.690 0.400 0.996  0.154

Orbital gap (alpha / beta) = 8.55 / 8.71 eV
Total charge = 0
Energy relative to the best compared isomer or geometry (same formula, charge and spin) = 1.196 eV
Spin multiplicity = 1